The following is a quantum chemistry calculation of a 9-piece molecular cluster, C59H81ClO18 overall at a distorted geometry, from the Open Molecules 2025 dataset.

XYZ file:
```
159
Properties=species:S:1:pos:R:3:forces:R:3:lowdin_charge:R:1
Cl -5.0462 -2.0929 3.0417 0.0 -0.2 0.0 0.63
O 3.7638 6.2095 0.6367 0.0 0.0 0.0 0.03
O 2.8216 7.1271 -1.1777 0.1 0.0 0.0 0.12
O -7.8216 -0.8051 7.7591 0.0 0.0 0.0 0.02
O 3.7407 -1.6099 0.9546 0.1 0.0 0.0 0.00
O -0.7674 2.4594 2.3769 -0.1 0.3 0.6 0.11
O -7.0421 0.6022 6.2006 0.0 0.0 0.1 0.12
O -5.2552 4.4630 -3.2396 -0.3 0.0 -0.7 0.14
O 9.5550 -6.5027 -0.4558 0.0 -0.1 0.0 0.12
O -0.7456 1.7658 4.5068 0.0 0.0 0.0 0.03
O -2.5063 -3.3059 -8.4731 0.0 0.0 0.0 0.02
O 8.4568 -7.8451 0.9521 0.0 0.0 0.0 0.03
O 8.7205 -3.5463 1.4381 0.1 0.2 0.0 0.02
O -3.6938 5.0870 1.3851 0.1 0.0 0.7 0.13
O -1.5191 1.7089 -4.4211 -0.1 0.3 -0.2 0.01
O -2.4554 -5.5269 -8.7521 -0.1 0.1 0.0 0.11
O -1.0371 0.3815 -6.1504 0.1 -0.1 0.0 0.12
O 3.6281 -3.8264 0.6773 -0.1 0.1 0.0 0.11
O 8.3761 -1.4016 0.8781 -0.1 -0.1 -0.1 0.11
C 0.1595 1.3045 0.1472 0.4 -0.1 -0.2 -0.23
C 10.6436 -2.2094 1.2431 0.1 -0.4 -0.2 -0.07
C 5.5554 -2.8360 1.8022 -0.3 0.2 0.3 -0.08
C -2.0942 3.4132 5.5118 0.0 0.0 -0.1 -0.14
C -3.9971 -1.4107 -1.7658 -0.1 0.0 -0.1 -0.17
C -3.5565 4.6191 0.2847 0.1 0.0 -0.3 -0.29
C -8.1849 -2.1943 7.8306 -0.1 -0.1 0.0 -0.16
C -1.6143 -2.2856 -7.9814 0.0 0.1 0.1 -0.16
C -1.6910 3.7945 -5.5028 0.0 0.0 -0.2 -0.14
C -1.1036 6.7977 -1.5845 0.0 0.0 -0.3 -0.04
C 9.1324 -2.2930 1.1459 0.2 0.2 0.1 -0.48
C -2.9292 -0.6770 -2.5800 -0.1 0.4 0.6 -0.16
C 7.8080 -9.5761 -0.5031 0.1 0.0 -0.1 -0.15
C 1.8496 7.5115 1.0218 0.2 0.1 0.4 -0.08
C 11.0603 -3.6776 1.2108 0.1 0.1 -0.1 -0.15
C -2.0416 3.0386 -4.2283 0.1 0.0 0.1 -0.14
C -4.9431 1.8948 -1.8429 0.0 0.0 0.3 0.04
C 8.9001 -8.7422 -1.1725 -0.4 -0.1 0.1 -0.07
C -2.2807 3.4698 3.9964 0.2 0.1 0.5 -0.08
C 2.5859 7.3226 2.3460 -0.1 0.0 -0.1 -0.15
C -5.4274 -1.1467 1.5535 0.5 0.2 -0.2 -0.71
C 0.3841 -1.1615 0.8988 0.9 0.5 0.3 -0.23
C -1.3791 1.4538 -5.7412 -0.1 -0.2 -0.1 -0.47
C 7.9864 -9.2054 0.9634 -0.1 -0.1 0.0 -0.15
C -1.1922 2.5444 3.4938 -0.2 0.1 -0.1 -0.46
C 2.8339 6.9633 0.0070 -0.2 0.0 -0.1 -0.49
C 5.5699 -1.4479 2.4272 0.0 0.0 0.1 -0.15
C -4.4502 4.2954 -2.3609 0.2 0.0 0.3 -0.32
C -1.9859 0.1775 -1.7105 0.2 -0.6 -0.1 -0.19
C -4.2779 -0.1644 1.3575 -0.2 0.4 0.0 -0.18
C -0.5943 -4.3956 -7.6517 -0.1 0.3 0.3 -0.08
C -4.9063 0.7843 -0.9948 -0.2 0.1 -0.1 -0.16
C -6.7902 -0.4945 1.6880 -0.2 -0.7 0.1 -0.10
C -2.6556 5.8679 -3.1579 -0.1 0.4 0.0 -0.03
C 0.9110 0.2833 0.9981 -0.4 -0.2 0.1 -0.20
C -4.4516 0.9358 0.3259 0.0 0.3 0.0 -0.15
C -1.5480 6.6702 -2.9008 -0.4 -0.5 0.6 -0.04
C 0.7203 -2.0088 2.1395 -0.4 -0.1 -0.2 -0.09
C -3.3013 5.2053 -2.1217 0.3 0.3 0.4 -0.10
C -0.5075 0.0466 -2.0636 -0.3 0.8 0.2 -0.19
C -7.4580 -0.4799 6.4942 0.2 0.0 -0.2 -0.49
C -1.5087 2.0195 5.7010 -0.1 0.0 0.1 -0.15
C 9.0253 -7.5549 -0.2390 0.2 0.0 -0.2 -0.48
C -0.6749 -3.0042 -7.0247 0.1 -0.1 0.0 -0.16
C 0.3085 1.1442 -1.3659 0.2 -0.5 0.1 -0.18
C -8.5572 -2.5853 6.4060 0.0 0.0 -0.1 -0.15
C -1.7435 2.6828 -6.5494 0.2 0.3 0.3 -0.06
C -7.6406 -1.6796 5.5851 -0.4 -0.2 0.3 -0.09
C -2.8603 5.3530 -0.7994 0.4 0.3 -0.6 -0.07
C 4.2166 -2.8704 1.0965 0.1 -0.2 -0.1 -0.48
C -4.0512 3.2890 -0.1272 0.0 -0.3 0.1 -0.07
C -4.4990 3.1427 -1.4343 -0.1 -0.6 0.3 -0.08
C -1.7604 6.1594 -0.5407 0.1 0.2 -0.1 0.01
C -1.9378 -4.5275 -8.3464 0.1 -0.2 -0.1 -0.49
C -5.2524 -0.5489 -1.6044 0.2 0.0 -0.1 -0.14
C -4.0412 2.2020 0.7349 -0.2 0.2 -0.2 0.07
C 3.4616 6.1126 2.0401 0.0 0.0 0.1 -0.15
C 4.7044 -0.6611 1.4548 0.1 0.1 0.1 -0.14
C 9.8488 -4.3604 1.8226 0.1 -0.3 0.1 -0.15
H 0.8652 -1.6305 0.0464 -0.3 -0.1 -0.3 0.10
H 8.7374 -9.8232 1.4602 0.0 0.0 0.0 0.13
H 7.8868 -10.6457 -0.6853 0.0 0.0 0.0 0.12
H 1.2334 -1.4339 2.9057 0.1 0.1 0.1 0.07
H 8.6337 -8.4135 -2.1726 0.2 0.1 0.0 0.13
H 11.1790 -4.0055 0.1772 0.0 0.0 0.0 0.12
H 0.0547 2.0930 -1.8382 -0.1 0.2 -0.1 0.10
H -2.1551 4.4675 3.5871 -0.1 -0.1 -0.2 0.12
H 6.8287 -9.2456 -0.8506 0.0 0.0 0.0 0.12
H 0.8260 0.5813 2.0434 0.0 0.2 0.0 0.09
H -3.0290 5.7486 -4.1647 -0.1 0.1 0.1 0.11
H -6.6652 -2.1308 5.4095 0.0 0.0 -0.1 0.09
H -8.4306 -3.6476 6.2070 0.1 0.0 0.0 0.12
H 5.0905 -1.4729 3.4088 0.0 0.0 0.0 0.12
H -1.1343 -3.0694 -6.0377 0.0 0.0 0.0 0.12
H -5.4061 -1.8862 0.7658 -0.1 -0.2 -0.1 0.07
H -5.2754 1.7679 -2.8625 -0.1 0.0 -0.1 0.13
H 1.9341 7.1733 3.2044 0.0 -0.1 0.0 0.11
H -9.5997 -2.3284 6.2126 0.0 0.0 0.0 0.12
H -1.5858 3.4676 -3.3383 0.0 -0.2 0.0 0.12
H 0.1896 -4.4622 -8.4075 0.0 -0.1 0.0 0.13
H -2.3624 -1.3792 -3.1828 0.1 -0.1 -0.1 0.11
H -0.6876 -1.0957 0.7438 -0.3 -0.2 -0.1 0.08
H 6.5646 -1.0280 2.5450 0.0 0.0 -0.1 0.10
H -2.1946 -1.5091 -7.4928 -0.1 0.0 -0.1 0.11
H -2.7476 2.5435 -6.9526 0.0 0.0 -0.1 0.13
H 0.2840 -2.5038 -6.9143 0.0 0.0 0.0 0.12
H -1.3663 4.1650 5.8213 0.0 0.0 0.0 0.12
H -0.4134 0.2281 -3.1246 0.1 -0.3 -0.3 0.08
H 5.2781 -0.2754 0.6100 0.0 0.0 0.0 0.13
H 5.6191 -3.6342 2.5368 0.1 -0.2 -0.2 0.13
H 9.7048 -5.3638 1.4386 -0.2 0.1 0.0 0.09
H 1.3404 -2.8580 1.8703 0.2 -0.1 0.0 0.05
H -3.4694 0.0035 -3.2365 0.2 -0.1 -0.5 0.10
H 9.8915 -4.3907 2.9147 0.0 0.1 0.0 0.13
H -1.0385 2.8266 -7.3629 -0.1 -0.1 -0.1 0.13
H -3.0073 3.5751 6.0805 0.0 -0.1 0.0 0.12
H -1.3919 6.2807 0.4674 -0.1 -0.1 0.1 0.11
H 7.0611 -9.2497 1.5318 0.0 0.1 0.1 0.13
H 4.3945 6.1094 2.5983 0.1 0.0 -0.1 0.12
H -0.8787 1.3304 0.4751 -0.1 0.0 -0.3 0.08
H -3.3380 -0.6763 1.1544 0.0 -0.3 0.1 0.11
H -9.0079 -2.3039 8.5327 0.0 0.1 0.1 0.12
H 1.9685 0.3258 0.7531 0.3 -0.1 -0.1 0.09
H 4.1728 0.1615 1.9284 -0.1 0.0 -0.1 0.12
H 1.3672 0.9700 -1.5743 0.1 0.1 -0.1 0.11
H 9.8592 -9.2612 -1.1987 0.0 0.0 0.0 0.13
H -3.6672 2.3571 1.7355 0.0 0.0 0.1 0.10
H 0.5642 2.2856 0.3978 -0.1 0.1 0.0 0.10
H 3.2123 8.1930 2.5460 0.0 0.0 0.0 0.12
H -1.0869 -1.8499 -8.8327 0.0 0.0 0.0 0.13
H 11.0450 -1.6293 0.4172 -0.1 0.2 0.1 0.12
H -3.6217 -1.6620 -0.7745 0.2 -0.2 0.0 0.10
H -0.6761 4.1883 -5.4312 0.0 0.0 0.0 0.13
H -1.0292 7.1686 -3.7014 0.1 0.1 -0.1 0.11
H -3.1220 2.9634 -4.0743 0.1 0.0 -0.1 0.12
H -8.0808 -1.3786 4.6393 0.2 0.1 -0.1 0.11
H 6.3424 -2.9498 1.0613 0.0 -0.1 0.0 0.11
H 11.9853 -3.8931 1.7422 0.0 0.0 0.1 0.12
H -4.1473 0.3370 2.3135 0.1 0.1 0.2 0.10
H -2.3621 4.6270 -5.7034 0.0 -0.1 -0.1 0.10
H 1.6219 8.5523 0.8100 -0.1 -0.1 -0.2 0.13
H -6.0268 -1.0718 -1.0540 -0.1 -0.1 0.2 0.10
H -4.2661 -2.3363 -2.2694 -0.1 -0.2 0.0 0.11
H -0.1891 -2.4111 2.5827 -0.1 0.0 0.2 0.06
H -2.2755 1.2259 -1.7669 0.0 0.2 0.0 0.10
H -7.3253 -2.7555 8.2032 0.0 0.0 0.0 0.13
H -0.4654 -5.1874 -6.9196 0.0 -0.1 -0.1 0.12
H -2.1183 -0.1210 -0.6723 0.0 0.1 0.1 0.08
H -0.8461 1.9470 6.5599 0.1 -0.1 -0.1 0.12
H 0.9378 6.9138 0.9722 0.0 0.0 -0.1 0.11
H -6.9852 -0.2680 2.7305 0.0 0.4 0.1 0.06
H -5.6589 -0.3691 -2.5975 -0.1 0.0 -0.1 0.12
H -3.2481 3.0700 3.6914 0.0 0.1 0.0 0.12
H 10.8999 -1.7290 2.1889 0.0 0.1 0.0 0.13
H -0.1282 -0.9468 -1.8513 0.0 -0.2 0.1 0.10
H 2.9414 5.1684 2.2143 0.0 0.0 0.0 0.13
H -2.2812 1.2523 5.7847 0.0 0.0 0.0 0.13
H -6.8919 0.3822 1.0601 0.1 0.2 0.0 0.08
H -7.5514 -1.2106 1.3846 -0.1 0.0 0.0 0.08
H -0.2291 7.4003 -1.3904 0.1 0.0 0.1 0.10
```
Forces are in eV/Å.

The HOMO-LUMO gap comes out at 8.563 eV. Its structure (SMILES) is CCCCCCCCCCc1cc2c(cc1C[C@H](C)Cl)C(=O)c1ccccc1C2=O.O=C1CCCO1.O=C1CCCO1.O=C1CCCO1.O=C1CCCO1.O=C1CCCO1.O=C1CCCO1.O=C1CCCO1.O=C1CCCO1.